1.
Formula: C34H88HgN4O13
Source: OMol25
Level of theory: wB97M-V/def2-TZVPD

**HOMO-LUMO gap**: 7.77 eV
**Molecular weight**: 961.7 g/mol
**E_tot**: -2698.44800 a.u.

Structure (XYZ):
```
140
C34H88HgN4O13, DFT wB97M-V/def2-TZVPD
Hg -3.0344 1.2266 0.6561
C 0.3635 -0.7924 1.5196
C 0.1565 -0.2006 0.1262
O -0.9413 0.6333 -0.0769
H 0.4280 0.0660 2.1946
H 1.3189 -1.3119 1.6036
H -0.4632 -1.3552 1.9529
H 0.0854 -1.0275 -0.5918
H 1.0795 0.2906 -0.1985
C -2.4746 0.7467 5.1365
C -2.7012 0.0234 3.8379
O -3.3953 0.6935 2.8552
H -1.9443 0.0850 5.8235
H -3.4065 1.0424 5.6223
H -1.9062 1.6643 4.9724
H -3.0231 -0.9922 4.1073
H -1.7219 -0.2199 3.4029
C 0.8292 2.6379 4.0933
O 1.4702 3.4398 3.1388
C 2.0503 2.7072 2.0625
C 2.8003 3.6916 1.1535
N 3.7985 3.1126 0.2469
C 3.2618 2.0428 -0.6438
C 4.3437 1.6332 -1.6669
O 5.2826 0.8549 -0.9894
C 6.3272 0.3967 -1.8484
H 0.2190 1.8933 3.5766
H 0.1551 3.2450 4.6988
H 1.5328 2.1751 4.7888
H 1.2992 2.1822 1.4659
H 2.7606 1.9536 2.4132
H 3.3405 4.3465 1.8394
H 2.1537 4.3101 0.5298
H 4.5722 2.7455 0.7854
H 2.4182 2.4764 -1.1809
H 3.0008 1.1820 -0.0262
H 4.8200 2.5054 -2.1227
H 3.8053 1.1583 -2.4936
H 6.8840 1.2283 -2.2884
H 5.9106 -0.0877 -2.7353
H 7.0137 -0.2748 -1.3376
C -6.4899 1.6780 0.6864
O -5.1966 2.2183 0.9769
C -5.1973 3.6133 1.2400
C -3.7933 3.9964 1.7721
N -2.7503 3.6200 0.8013
C -1.3860 3.8833 1.3005
C -0.9211 5.3681 1.2154
O -1.5485 6.1617 2.2072
C -1.1917 5.8580 3.5637
H -6.4507 0.5933 0.6195
H -6.8278 2.1636 -0.2316
H -7.2254 1.8920 1.4643
H -5.9237 3.8896 2.0058
H -5.4132 4.1429 0.3085
H -3.6367 3.6108 2.7810
H -3.7679 5.0620 2.0147
H -2.8716 4.3738 0.1342
H -0.6567 3.3175 0.7170
H -1.2496 3.4815 2.3047
H -1.2414 5.7465 0.2429
H 0.1682 5.4297 1.2494
H -1.5267 4.8610 3.8497
H -1.5946 6.5957 4.2557
H -0.1050 5.9576 3.6044
C 3.3197 -1.8844 -1.6538
O 3.2634 -3.1642 -2.1343
C 3.0202 -3.3925 -3.5441
C 4.2439 -3.8989 -4.2781
N 5.1332 -2.7652 -4.4718
C 6.4136 -3.0219 -5.1396
C 7.4853 -3.6368 -4.2114
O 7.8177 -2.6374 -3.2985
C 8.8458 -2.9347 -2.3832
H 3.4728 -1.8632 -0.5743
H 2.4422 -1.2779 -1.8992
H 4.1553 -1.2924 -2.0398
H 2.5964 -2.5684 -4.1203
H 2.2567 -4.1728 -3.5487
H 3.9090 -4.3461 -5.2162
H 4.7590 -4.7154 -3.7634
H 5.3269 -2.2334 -3.6346
H 6.7304 -2.0714 -5.5687
H 6.2257 -3.7009 -5.9731
H 8.3715 -3.9299 -4.7833
H 7.1695 -4.5143 -3.6402
H 9.7122 -3.2726 -2.9581
H 8.5998 -3.7482 -1.6966
H 9.0589 -2.0120 -1.8470
C -4.0958 2.9930 -2.1557
O -3.7781 1.6987 -1.5453
C -4.3243 0.6494 -2.3053
C -3.8372 -0.6756 -1.6978
N -4.1641 -0.7386 -0.2438
C -3.5914 -1.9252 0.3752
C -4.3126 -3.2033 0.0008
O -5.7375 -3.1586 0.1602
C -6.1935 -2.9415 1.4750
H -5.1662 3.1992 -2.0886
H -3.8080 2.9096 -3.2045
H -3.6369 3.9194 -1.8154
H -4.1184 0.7948 -3.3670
H -5.4052 0.7604 -2.1700
H -2.7610 -0.7988 -1.8190
H -4.3865 -1.4315 -2.2632
H -5.1565 -0.9493 -0.2274
H -3.5945 -1.8578 1.4645
H -2.5542 -2.0778 0.0724
H -3.9666 -3.9619 0.7069
H -4.0222 -3.4470 -1.0202
H -5.8779 -3.6826 2.2109
H -7.2719 -2.8965 1.3237
H -5.9038 -1.9501 1.8344
C -0.9955 1.5199 -4.0826
C 0.3622 1.6456 -3.3507
O 0.0849 2.2663 -2.1164
H -0.8717 1.0253 -5.0505
H -1.3821 2.5014 -4.3556
H -1.6827 0.8854 -3.5239
H 1.0577 2.2119 -3.9717
H 0.8363 0.6710 -3.2105
H -0.2177 1.5778 -1.5029
C 0.9437 -4.5402 -0.2401
C -0.4423 -3.8670 -0.4147
O -1.4465 -4.8250 -0.7422
H 1.6792 -3.8359 0.1519
H 1.3695 -4.8817 -1.1839
H 0.9569 -5.4163 0.4099
H -0.3318 -3.1313 -1.2107
H -0.7457 -3.3583 0.5021
H -1.6781 -5.2107 0.1074
C 0.1272 -3.2236 3.8726
C -1.3194 -3.5910 4.2350
O -1.4595 -4.9604 4.0388
H 0.2303 -2.1411 3.9540
H 0.2156 -3.5642 2.8417
H 0.8311 -3.7012 4.5538
H -2.0698 -3.1430 3.5831
H -1.5404 -3.3169 5.2698
H -0.8481 -5.4130 4.6259
```

=====

2.
Formula: C7H8Cl2N4O
Source: OMol25
Level of theory: wB97M-V/def2-TZVPD

**ΔE to the lowest compared entry with this formula, charge and spin**: 0.0 kJ/mol
**Net charge**: +2
**HOMO-LUMO gap (spin up / spin down)**: 6.31 / 7.68 eV
**Molecular weight**: 235.1 g/mol
**E_tot**: -1485.37102 a.u.

Structure (XYZ):
```
22
C7H8Cl2N4O, DFT wB97M-V/def2-TZVPD
C 1.6025 0.6496 0.1236
C 0.6142 1.6982 0.0621
C 1.3291 -0.7699 0.1745
C 3.4950 -0.3737 -0.2757
C -1.0768 -0.7857 0.6596
C -2.3340 -1.2689 0.0553
C -1.7102 1.9924 -0.3012
N 2.8703 0.8361 -0.0822
N -0.6499 1.1071 -0.2980
N 0.1201 -1.3117 0.1265
N 2.4546 -1.3413 -0.2420
O 0.7805 2.8824 0.1480
Cl 5.0395 -0.6197 -0.6477
Cl -0.9375 -0.3511 2.2743
H -2.2307 -1.1160 -0.9631
H -3.1173 -0.7603 0.6558
H -2.5844 -2.3502 0.2913
H -2.0272 2.1250 0.7583
H -1.4509 2.8970 -0.7925
H -2.5535 1.3746 -0.8357
H -0.1440 -2.2766 -0.2883
H 2.5109 -2.2371 -0.6028
```

=====

3.
Formula: C17H17N3O
Source: OMol25
Level of theory: wB97M-V/def2-TZVPD

**ΔE to the lowest compared entry with this formula, charge and spin**: 269.2 kJ/mol
**Structure (SMILES)**: CC1(Cn2cc(-c3ccncc3)c3ccncc32)COC1
**HOMO-LUMO gap**: 8.71 eV
**Molecular weight**: 279.3 g/mol
**E_tot**: -897.47045 a.u.

Structure (XYZ):
```
38
C17H17N3O, DFT wB97M-V/def2-TZVPD
C -0.2951 -0.1371 3.1115
C 0.4269 1.1511 2.7686
C -0.0327 1.8272 1.4426
N 0.0560 0.9734 0.2506
C -0.9598 0.1373 -0.1699
C -0.5644 -0.5411 -1.2888
C -1.4484 -1.4408 -2.0380
C -2.4186 -2.1501 -1.3637
C -3.4216 -2.8340 -2.0897
N -3.4600 -2.9232 -3.4345
C -2.4371 -2.3120 -4.0569
C -1.4399 -1.5614 -3.4315
C 0.8117 -0.1303 -1.5587
C 1.7265 -0.4534 -2.5339
C 2.9441 0.1892 -2.5361
N 3.2851 1.1137 -1.6404
C 2.3820 1.4641 -0.7053
C 1.1323 0.8333 -0.6127
C 1.9310 0.9855 2.8896
O 1.9894 1.9269 3.9518
C 0.5605 2.1210 3.9178
H 0.0668 -0.5857 4.0512
H -0.1437 -0.9031 2.3537
H -1.3599 -0.0059 3.1850
H 0.5584 2.7541 1.3125
H -1.0798 2.1393 1.5819
H -1.9576 0.0502 0.2889
H -2.4813 -2.0832 -0.2852
H -4.1956 -3.3395 -1.5037
H -2.4919 -2.4796 -5.1354
H -0.7640 -1.0252 -4.0665
H 1.5295 -1.1958 -3.2655
H 3.6640 -0.0910 -3.2936
H 2.6576 2.2465 0.0125
H 2.5523 1.3422 2.0552
H 2.2273 0.0052 3.2233
H 0.3142 3.1611 3.7602
H 0.1356 1.7709 4.8531
```

=====

4.
Formula: C20H55Fe2N10O20
Source: OMol25
Level of theory: wB97M-V/def2-TZVPD

**Net charge**: -1
**HOMO-LUMO gap (spin up / spin down)**: 6.60 / 6.29 eV
**Molecular weight**: 867.4 g/mol
**E_tot**: -5374.08469 a.u.
**2S+1**: 9

Structure (XYZ):
```
107
C20H55Fe2N10O20, DFT wB97M-V/def2-TZVPD
Fe -14.5776 0.4298 15.5138
Fe -9.0705 1.1194 17.2471
N -9.5252 -2.1468 16.5356
O -8.6410 -2.5224 15.7532
O -10.3024 -2.9138 17.0999
O -9.5824 -0.9524 16.8062
N -8.7921 1.4753 14.1863
O -9.4845 1.1511 13.2230
O -7.5917 1.5215 14.0630
O -9.2831 1.8221 15.2412
N -12.0988 1.9965 17.1172
O -12.8881 1.4411 16.3612
O -11.0959 1.3846 17.4983
O -12.1733 3.1455 17.3782
N -12.2839 -1.3880 14.2961
O -13.2327 -0.6321 14.2530
O -11.3881 -1.0802 13.5312
O -12.2374 -2.4398 14.9870
N -14.3735 -1.9612 17.9003
O -14.3555 -0.9710 17.1859
O -15.2952 -2.1942 18.6786
O -13.5748 -2.8979 17.7188
C -14.9693 3.3070 12.3240
C -14.0929 2.3676 13.1152
C -12.8714 3.1940 13.7409
O -12.1271 4.0191 12.7572
C -10.9361 4.5630 13.2945
N -15.0886 1.9136 14.0659
H -14.3611 3.8430 11.5954
H -15.3695 4.1678 12.8597
H -15.6934 2.6577 11.8319
H -14.0074 1.6317 12.3156
H -12.0991 2.4914 14.0540
H -13.1934 3.7338 14.6314
H -10.1031 4.7361 12.6131
H -10.4994 3.9290 14.0662
H -11.2408 5.4251 13.8879
H -15.4227 2.7296 14.5585
H -15.8868 1.6602 13.5013
C -11.5720 4.7825 21.8105
C -11.3889 3.2152 21.7728
C -12.6092 2.3445 21.7456
O -13.5396 2.5730 22.8127
C -14.6793 1.7376 22.8673
N -10.5361 2.7857 20.7130
H -11.9505 5.3013 20.9298
H -10.6835 5.3533 22.0804
H -12.3044 5.0827 22.5599
H -10.9339 2.9697 22.7324
H -12.3863 1.2779 21.7713
H -13.1879 2.5680 20.8493
H -15.3256 2.2781 23.5589
H -14.5389 0.7599 23.3284
H -15.0762 1.4848 21.8842
H -9.6489 3.2585 20.6158
H -10.9279 2.9793 19.8024
C -10.6514 7.8612 17.8694
C -11.1986 6.4302 18.1899
C -12.7266 6.3054 18.3308
O -13.2322 7.3586 19.1983
C -14.6450 7.4351 19.1278
N -10.7402 5.5427 17.0433
H -11.0539 8.5003 18.6554
H -10.9389 8.1497 16.8584
H -9.5798 8.0069 17.7336
H -10.7096 6.2105 19.1390
H -13.1165 5.3662 18.7233
H -13.0903 6.5407 17.3306
H -15.1291 7.5940 18.1642
H -14.9169 8.3396 19.6718
H -15.1327 6.5635 19.5644
H -9.7567 5.3137 17.0241
H -11.1250 4.6145 17.1465
C -8.5955 -0.5064 21.2870
C -9.1586 -0.6401 19.8882
C -10.6558 -1.0259 19.9022
O -10.7316 -2.2408 20.6594
C -12.0943 -2.5530 21.0762
N -8.9299 0.6463 19.3155
H -9.1407 0.0620 22.0406
H -7.5246 -0.3179 21.2116
H -8.5698 -1.4821 21.7722
H -8.5390 -1.3591 19.3522
H -11.1479 -1.2408 18.9536
H -11.1468 -0.2979 20.5480
H -12.3955 -1.8556 21.8578
H -12.1246 -3.5399 21.5379
H -12.7976 -2.3474 20.2692
H -8.0601 0.8560 19.7841
H -9.6807 1.0923 19.8229
C -15.3996 2.3868 18.7556
C -16.1763 2.6107 17.5071
C -15.6042 3.9134 16.8676
O -16.1917 4.2748 15.5606
C -15.8298 5.4976 15.0373
N -16.1550 1.4002 16.6805
H -14.3416 2.1259 18.7291
H -15.8408 1.5331 19.2700
H -15.4481 3.2003 19.4796
H -17.1943 2.8104 17.8416
H -14.5728 3.8492 16.5211
H -15.6474 4.7548 17.5592
H -16.0692 6.3051 15.7293
H -16.4634 5.6595 14.1652
H -14.7619 5.4675 14.8213
H -16.9383 1.5610 16.0635
H -16.6542 0.7894 17.3112
```